--- 1 ---
DFT (ωB97M-V/def2-TZVPD) results for the molecule C2H3P.

Its SMILES is C#P=C. The calculation puts the frontier orbital gap (alpha / beta) at 8.812 / 8.410 eV. Its spin multiplicity is 1. Its LUMO energy (alpha / beta) is -0.456 / -0.501 eV.

Atoms and positions in Å:
C  1.80507  -0.11235  -0.30783
P  1.43885  0.87496  1.04295
C  -0.29865  0.44214  0.78586
H  1.17997  -0.79437  -0.89409
H  -0.88794  1.12004  0.10272
H  -0.72331  -0.63232  0.75637

Results of the Mulliken charge analysis, in e, for atoms 1 through 4: C -0.259; P 0.047; C -0.630; H 0.233

--- 2 ---
DFT (ωB97M-V/def2-TZVPD) results for a cluster of 2 separate species, C2H3P in total.

The calculation puts the frontier orbital gap (alpha / beta) at 7.233 / 7.263 eV. Its spin multiplicity is 1. Its LUMO energy (alpha / beta) is -1.482 / -1.487 eV.

Atoms and positions in Å:
C  0.25425  0.13831  0.00471
C  -1.00083  -0.34590  -0.10089
P  2.93240  -0.02169  -0.04945
H  0.61228  1.10296  0.07821
H  -1.78751  0.47323  -0.02723
H  -1.01059  -1.34691  0.09465

Results of the Mulliken charge analysis, in e, for atoms 1 through 4: C -0.362; C -0.514; P 0.114; H 0.224

It is 1 that is the most stable of them.

--- 1 ---
DFT (ωB97M-V/def2-TZVPD) results for the molecule C16H32O.

Its SMILES is CCCCCCCCCCCCCCCC=O. The calculation puts the frontier orbital gap at 10.853 eV. Its spin multiplicity is 1. Its LUMO energy is 0.905 eV.

Atoms and positions in Å:
C  -2.63232  -3.05355  -3.89522
C  -1.73387  -1.84153  -4.11070
C  -1.99877  -0.70950  -3.11663
C  -1.74208  -1.06538  -1.65147
C  -0.28896  -1.42985  -1.35562
C  -0.04766  -1.59762  0.14252
C  1.40383  -1.95526  0.45774
C  1.71703  -1.89015  1.95288
C  1.72027  -0.48364  2.55926
C  2.86334  0.41139  2.06183
C  2.55001  1.26597  0.82265
C  2.23412  2.72889  1.14552
C  0.86269  2.95113  1.78434
C  -0.27879  2.80389  0.77908
C  -1.64360  3.01079  1.43225
C  -2.08810  1.84224  2.26031
O  -1.55042  0.77271  2.31503
H  -2.47651  -3.78413  -4.68613
H  -2.41761  -3.53459  -2.94474
H  -3.67945  -2.75765  -3.90334
H  -0.68841  -2.14774  -4.04957
H  -1.90058  -1.45353  -5.11905
H  -3.04012  -0.39230  -3.21956
H  -1.36784  0.14198  -3.38604
H  -2.01650  -0.20250  -1.03780
H  -2.39065  -1.88964  -1.35118
H  -0.02562  -2.35800  -1.86637
H  0.36465  -0.64277  -1.74277
H  -0.70162  -2.38296  0.52879
H  -0.32426  -0.67564  0.65412
H  1.60056  -2.97123  0.10363
H  2.07822  -1.29183  -0.08519
H  2.69651  -2.34524  2.12594
H  0.97734  -2.49171  2.48724
H  0.75746  -0.00798  2.38315
H  1.82442  -0.60296  3.64113
H  3.72469  -0.22651  1.84971
H  3.16233  1.08153  2.87130
H  1.71592  0.83562  0.27310
H  3.41777  1.25657  0.15826
H  2.28585  3.31402  0.22285
H  3.00562  3.11428  1.81675
H  0.72401  2.24790  2.60531
H  0.82971  3.96131  2.20308
H  -0.25653  1.80804  0.33524
H  -0.14701  3.53321  -0.02324
H  -1.64686  3.90304  2.06385
H  -2.41708  3.15944  0.67145
H  -3.01517  2.04142  2.83631

Results of the Mulliken charge analysis, in e, for atoms 1 through 4: C -1.160; C -0.414; C -0.826; C -0.411

--- 2 ---
DFT (ωB97M-V/def2-TZVPD) results for a structure of composition C16H32O.

The calculation puts the frontier orbital gap at 9.873 eV. Its spin multiplicity is 1. Its LUMO energy is 0.535 eV.

Atoms and positions in Å:
C  -1.02799  -3.52127  1.29345
C  -1.40635  -2.98502  -0.13393
C  -2.24094  -1.62134  0.01381
C  -2.79168  -1.16961  -1.32823
C  -3.66065  -0.04002  -1.32926
C  -3.01457  1.23598  -0.48688
C  -1.87630  1.70254  -1.20814
C  -1.03057  2.98653  -0.82939
C  -0.41203  2.62481  0.53514
C  0.60241  1.33857  0.53642
C  1.22706  1.33309  1.88819
C  1.94388  -0.10077  1.82572
C  3.55064  -0.29406  1.43520
C  3.84510  0.39765  0.14623
C  3.26861  -0.69592  -1.05041
C  3.49322  -0.26472  -2.19686
O  4.02259  -1.08503  -3.15407
H  3.29869  0.78591  -2.41669
H  3.79702  -1.56990  -0.82764
H  2.16142  -0.69156  -0.71092
H  4.86140  0.37458  -0.10225
H  3.29290  1.39729  0.07840
H  4.01196  0.71302  2.27449
H  3.91887  -1.04077  1.89748
H  1.54254  -0.76402  1.05798
H  2.09194  -0.55240  2.94237
H  0.54254  0.95124  2.65914
H  2.00897  2.11932  2.04617
H  1.20022  1.50719  -0.14984
H  0.00786  0.46088  0.37195
H  0.23149  3.57155  0.92413
H  -1.16331  2.38945  1.25231
H  -1.65131  3.85126  -0.52282
H  -0.25085  3.16951  -1.41915
H  -1.13437  0.94385  -1.58460
H  -2.12676  2.39208  -2.29634
H  -2.58581  1.04252  0.28168
H  -3.67657  2.15914  -0.14116
H  -4.04374  0.47132  -2.15782
H  -4.68903  0.04076  -0.48421
H  -1.88938  -1.01978  -1.76120
H  -3.58379  -1.81739  -1.58307
H  -1.90595  -1.01627  0.61430
H  -3.32844  -2.08139  0.67475
H  -0.80112  -2.68997  -0.83411
H  -1.99414  -3.80245  -0.65544
H  -0.39147  -4.52286  1.10770
H  -0.34576  -2.92656  1.77002
H  -1.89843  -3.68693  1.73744

Results of the Mulliken charge analysis, in e, for atoms 1 through 4: C -1.236; C -0.869; C -1.528; C -0.795

It is 1 that is the most stable of them.

--- 1 ---
DFT (ωB97M-V/def2-TZVPD) results for the molecule C4H8N2S.

The calculation puts the frontier orbital gap (alpha / beta) at 7.803 / 7.406 eV. Its spin multiplicity is 1. Its LUMO energy (alpha / beta) is 0.221 / -0.082 eV.

Atoms and positions in Å:
C  2.36824  -0.12996  0.17662
C  1.88974  1.17892  -0.20795
C  2.56858  -0.30776  1.50930
C  -2.68273  -0.43476  0.40916
N  -0.70487  0.44114  -0.58288
N  -2.02682  0.55281  -0.34560
S  0.27185  1.65251  -0.16240
H  2.58364  -0.83510  -0.58590
H  2.41844  1.84007  -0.77541
H  2.40649  0.40118  2.28224
H  2.78446  -1.21534  1.92608
H  -3.61864  -0.08926  0.82840
H  -3.00586  -1.23018  -0.27142
H  -1.98858  -0.86321  1.06711
H  -2.33660  1.49571  -0.06514

Results of the Mulliken charge analysis, in e, for atoms 1 through 4: C -0.090; C -0.625; C -0.646; C -0.786

--- 2 ---
DFT (ωB97M-V/def2-TZVPD) results for the molecule C4H8N2S.

Its SMILES is C/C=N/N(C)C=S. The calculation puts the frontier orbital gap at 8.863 eV. Its spin multiplicity is 1. Its LUMO energy is 0.659 eV.

Atoms and positions in Å:
C  -0.99328  1.34550  2.03556
C  -0.08868  0.86501  0.88171
N  -0.58563  -0.03992  0.15050
N  0.30540  -0.52213  -0.78368
C  0.19501  -1.94695  -0.97732
C  1.00898  0.17523  -1.70314
S  1.06463  1.80383  -1.79015
H  -1.91644  0.78228  1.88814
H  -1.18845  2.43614  2.12826
H  -0.59669  1.14487  3.04122
H  0.90189  1.34949  0.83228
H  -0.83263  -2.22188  -1.30218
H  0.77650  -2.30443  -1.84753
H  0.43205  -2.48134  -0.05008
H  1.51733  -0.38570  -2.50359

Results of the Mulliken charge analysis, in e, for atoms 1 through 4: C -0.982; C 0.063; N -0.660; N 0.469

--- 3 ---
DFT (ωB97M-V/def2-TZVPD) results for the molecule C4H8N2S.

Its SMILES is C/N=C/C=[N+](/C)[S-]. The calculation puts the frontier orbital gap (alpha / beta) at 7.155 / 7.158 eV. Its spin multiplicity is 1. Its LUMO energy (alpha / beta) is -0.302 / -0.300 eV.

Atoms and positions in Å:
C  2.63448  -1.08825  -0.10386
N  1.27681  -0.69435  -0.10729
C  0.93400  0.45539  0.25247
C  -0.37029  0.89633  0.02554
N  -1.36472  0.03299  0.10512
C  -2.74954  0.57416  -0.23733
S  -1.32278  -1.50664  0.43790
H  2.58800  -2.15353  0.08772
H  2.99648  -0.73972  -1.04481
H  3.25101  -0.74764  0.75440
H  1.77844  1.23344  0.50274
H  -0.57402  1.90709  0.19019
H  -3.10021  0.73605  0.70591
H  -2.76999  1.34586  -0.88847
H  -3.20769  -0.25118  -0.68022

Results of the Mulliken charge analysis, in e, for atoms 1 through 4: C -0.878; N -0.332; C -0.107; C -0.131

It is 2 that is the most stable of them.

--- 1 ---
DFT (ωB97M-V/def2-TZVPD) results for a cluster of 2 separate species, C3H3BrO in total.

The calculation puts the frontier orbital gap (alpha / beta) at 9.666 / 6.543 eV. Its spin multiplicity is 1. Its LUMO energy (alpha / beta) is 0.141 / -2.304 eV.

Atoms and positions in Å:
C  1.91364  1.04649  0.08883
C  1.53134  -0.21909  0.07465
C  -1.86031  -0.34923  0.09541
O  1.97530  2.18593  -0.11720
Br  2.04785  -1.98135  0.07523
H  -2.64809  0.16513  0.57456
H  -2.21189  -0.78540  -0.83012
H  -0.74783  -0.06248  0.03864

Results of the Mulliken charge analysis, in e, for atoms 1 through 4: C 1.039; C -0.764; C -0.607; O -0.333

--- 2 ---
DFT (ωB97M-V/def2-TZVPD) results for the molecule C3H3BrO.

Its SMILES is C=CC(=O)Br. The calculation puts the frontier orbital gap at 8.600 eV. Its spin multiplicity is 1. Its LUMO energy is -1.350 eV.

Atoms and positions in Å:
C  0.12462  -0.29711  -0.31475
C  -0.69317  -0.06099  0.71776
C  -1.52590  -1.06718  1.27421
O  -1.32975  -2.55805  0.95071
Br  -2.88699  -0.68927  2.44371
H  0.75697  0.47477  -0.72328
H  0.15694  -1.27790  -0.75954
H  -0.77199  0.91642  1.18171

Results of the Mulliken charge analysis, in e, for atoms 1 through 4: C -0.580; C -0.121; C 0.426; O -0.530

It is 2 that is the most stable of them.